# C29H30MgN8O6

A molecular structure, C29H30MgN8O6 in a non-equilibrium geometry (ωB97M-V/def2-TZVPD, the OMol25 dataset).

Largest force on an atom, eV Å⁻¹: 2.655
Orbital gap, eV: 8.06
LUMO, eV: -0.303
Charge: 0
Spin multiplicity: 1
Total energy, eV: -60207.1384

Atoms and positions in Å:
C1 -2.573 -3.842 -0.515
N1 -2.476 2.562 0.534
C2 1.282 -5.495 0.625
H1 0.300 -1.532 -3.961
H2 0.621 -2.795 -1.012
C3 -3.548 1.740 0.543
H3 3.935 4.065 1.181
N2 -4.400 -1.751 -0.300
H4 -6.109 3.913 0.247
C4 3.666 -1.141 0.700
N3 -0.508 0.737 -0.881
Mg1 -0.682 1.723 0.873
C5 -5.098 3.532 0.289
C6 1.684 -5.904 -0.633
C7 2.001 3.193 0.974
H5 -4.997 -2.171 -2.216
C8 2.988 4.092 0.662
H6 -4.166 5.449 0.109
H7 1.285 -6.048 1.550
N4 0.869 -4.208 0.531
H8 1.238 5.712 -1.731
H9 6.342 -2.874 -0.396
H10 -0.335 3.932 -1.120
H11 -1.873 -3.161 1.417
C9 -4.842 2.176 0.441
H12 3.824 0.866 1.435
C10 0.047 -0.866 -3.147
C11 4.344 -0.003 1.060
C12 -1.250 -0.733 -2.660
H13 2.069 -6.883 -0.869
C13 5.716 -2.063 -0.043
C14 -4.018 4.389 0.262
H14 0.492 -3.597 1.236
H15 1.527 1.013 -0.772
H16 2.595 -1.182 0.862
H17 -3.525 -4.233 -2.388
C15 2.727 5.060 -0.303
C16 1.460 -4.843 -1.508
H18 2.152 2.438 1.735
C17 0.739 0.570 -1.367
O1 -1.244 -0.145 1.661
N5 0.776 3.150 0.410
H19 2.079 -0.186 -2.820
H20 -3.712 -1.399 1.539
H21 1.535 -4.850 -2.585
H22 -3.371 0.690 0.741
H23 3.451 5.810 -0.588
C18 4.366 -2.231 0.172
O2 -0.817 2.500 2.762
H24 -2.050 -1.286 -3.129
O3 -0.152 4.543 3.019
H25 3.874 -3.175 -0.021
C19 0.588 4.059 -0.563
C20 -2.590 -3.040 0.618
H26 6.211 1.021 0.853
C21 1.052 -0.184 -2.482
O4 -0.942 3.430 4.704
C22 -2.734 3.871 0.425
H27 -1.908 -4.696 -0.536
N6 -0.651 3.517 3.515
C23 -3.472 -3.564 -1.538
O5 0.782 0.408 1.671
N7 6.374 -0.893 0.111
C24 -4.316 -2.471 -1.429
N8 -0.060 -0.493 1.932
O6 0.265 -1.644 2.182
H28 -2.480 0.145 -1.200
H29 -1.879 4.521 0.556
C25 5.696 0.076 0.705
C26 -3.575 -2.071 0.698
C27 1.495 5.025 -0.938
C28 0.982 -3.783 -0.776
H30 -5.610 1.414 0.460
C29 -1.465 0.090 -1.574